Record 1
13 unconnected molecules or ions with the total composition C52H104O26. Source: OMol25; level of theory: the ωB97M-V functional and the def2-TZVPD basis.

Computed properties:
HOMO-LUMO gap = 10.83 eV
charge = 0
electronic energy = -4000.164399 hartree
highest occupied orbital energy = -10.28 eV
ΔE to the lowest compared entry with this formula, charge and spin = 0.0 kcal per mole
spin multiplicity = 1
M = 1145.38 g/mol

Cartesian coordinates (Å):
O (-2.04174, -3.71978, -3.00623)
C (-2.02685, -4.90380, -2.92882)
O (-1.03740, -5.62445, -3.49178)
C (-0.00770, -4.85024, -4.13560)
C (-0.28566, -4.76644, -5.61892)
C (-3.01323, -5.81617, -2.34921)
H (0.90478, -5.39153, -3.86563)
H (0.03350, -3.85975, -3.69913)
H (-0.38827, -5.78243, -5.97562)
H (0.59504, -4.33653, -6.11660)
H (-1.16780, -4.17160, -5.87800)
H (-3.66754, -6.13279, -3.18003)
H (-3.67150, -5.35513, -1.63280)
H (-2.54162, -6.73132, -1.99780)
O (3.65542, 2.51357, -5.26284)
C (2.74385, 2.48751, -4.43916)
O (1.39938, 2.40475, -4.86118)
C (1.17934, 2.39274, -6.27296)
C (0.39358, 3.57373, -6.68750)
C (2.79227, 2.52191, -2.98264)
H (0.66970, 1.44786, -6.39815)
H (2.14178, 2.33739, -6.78571)
H (0.19101, 3.48119, -7.75652)
H (0.88914, 4.52375, -6.52121)
H (-0.59854, 3.60692, -6.24150)
H (2.55435, 3.51161, -2.58168)
H (3.78786, 2.28566, -2.62882)
H (2.07227, 1.81647, -2.55615)
O (3.04935, 0.05259, 0.10660)
C (3.82323, -0.72229, 0.72277)
O (4.24842, -1.87794, 0.20276)
C (3.72190, -2.26941, -1.07586)
C (4.92500, -2.78844, -1.81990)
C (4.30894, -0.48226, 2.13433)
H (3.40935, -1.33424, -1.53384)
H (2.82905, -2.84829, -0.83635)
H (4.62085, -3.17175, -2.78719)
H (5.35701, -3.58149, -1.23425)
H (5.58838, -1.92042, -1.93942)
H (4.36006, 0.61609, 2.26105)
H (5.27449, -0.97028, 2.31645)
H (3.55479, -0.84456, 2.83588)
O (1.31003, 0.98250, 6.01638)
C (0.17567, 0.81656, 5.56870)
O (-0.69030, -0.08402, 6.11754)
C (-0.17472, -0.83876, 7.22661)
C (-0.43217, -0.10464, 8.51501)
C (-0.44510, 1.53187, 4.42661)
H (0.88897, -0.98969, 7.04699)
H (-0.71081, -1.79011, 7.19472)
H (0.22168, 0.77078, 8.49882)
H (-0.10638, -0.76807, 9.30194)
H (-1.50162, 0.12287, 8.61305)
H (-1.34390, 1.00725, 4.11468)
H (0.21679, 1.72059, 3.58050)
H (-0.72177, 2.53786, 4.78117)
O (0.13559, 5.76542, -3.72202)
C (-0.26725, 4.97701, -2.87636)
O (0.05433, 5.22929, -1.56452)
C (0.97630, 6.28667, -1.36000)
C (0.31377, 7.62987, -1.35144)
C (-1.03737, 3.75599, -2.98583)
H (1.70446, 6.23271, -2.15611)
H (1.44298, 6.02375, -0.40061)
H (0.99994, 8.39927, -0.98168)
H (-0.52489, 7.65036, -0.64559)
H (-0.08840, 7.93200, -2.32049)
H (-1.38811, 3.62910, -3.99931)
H (-1.89894, 3.76834, -2.31596)
H (-0.41581, 2.90643, -2.72012)
O (-3.09579, 3.27383, 0.68884)
C (-3.19669, 3.62106, 1.85825)
O (-2.53257, 4.67145, 2.36787)
C (-1.81684, 5.45245, 1.40215)
C (-0.87021, 6.27039, 2.23760)
C (-4.05266, 2.93203, 2.90485)
H (-2.60592, 5.96894, 0.82688)
H (-1.24020, 4.86692, 0.70649)
H (-0.16879, 5.54109, 2.65470)
H (-1.39544, 6.76127, 3.06163)
H (-0.36108, 7.03006, 1.62930)
H (-3.39686, 2.27533, 3.45982)
H (-4.83523, 2.36992, 2.40608)
H (-4.41380, 3.64310, 3.63773)
O (-4.16644, 2.49883, -2.41020)
C (-4.05183, 1.28534, -2.71723)
O (-4.01780, 0.86346, -4.00707)
C (-3.99952, 1.90955, -5.00598)
C (-3.50125, 1.33161, -6.31110)
C (-3.96056, 0.13170, -1.80782)
H (-3.37702, 2.71957, -4.64595)
H (-5.01627, 2.30238, -5.06940)
H (-2.47082, 1.01357, -6.14628)
H (-3.43897, 2.11923, -7.06147)
H (-4.08947, 0.50407, -6.70804)
H (-3.10038, -0.48556, -2.03655)
H (-4.85881, -0.47076, -1.93845)
H (-3.87391, 0.47293, -0.78691)
O (-4.00866, -2.82041, 3.22274)
C (-4.01898, -1.62129, 3.05135)
O (-3.93552, -0.73838, 4.07613)
C (-3.90021, -1.40290, 5.38720)
C (-3.96547, -0.22156, 6.34032)
C (-4.17121, -0.92467, 1.73540)
H (-2.95842, -1.93363, 5.49623)
H (-4.70802, -2.12212, 5.49268)
H (-3.11482, 0.42849, 6.18081)
H (-4.00587, -0.57523, 7.37243)
H (-4.87169, 0.31918, 6.08300)
H (-3.82701, 0.10903, 1.80397)
H (-5.22778, -0.85205, 1.47044)
H (-3.63230, -1.44727, 0.95183)
O (2.15616, -2.45873, -4.02200)
C (2.44180, -1.40106, -4.54578)
O (1.51036, -0.60385, -5.09515)
C (0.15939, -1.08770, -4.95246)
C (-0.55216, -0.30374, -3.88640)
C (3.76812, -0.73720, -4.65610)
H (0.24763, -2.14133, -4.77278)
H (-0.27387, -0.93817, -5.94127)
H (-0.60869, 0.73950, -4.18108)
H (-0.01564, -0.34325, -2.94098)
H (-1.55560, -0.74008, -3.81364)
H (4.58260, -1.39459, -4.93100)
H (4.03533, -0.31341, -3.68653)
H (3.67771, 0.08810, -5.36589)
O (-2.22892, -7.41238, 0.96437)
C (-1.82301, -6.27797, 1.25238)
O (-0.47178, -5.92987, 1.16893)
C (0.42791, -7.03778, 0.79549)
C (0.78386, -6.94161, -0.66853)
C (-2.67914, -5.16474, 1.75021)
H (-0.11938, -7.92953, 1.06118)
H (1.22907, -6.98064, 1.53345)
H (1.13887, -5.94319, -0.94762)
H (-0.10754, -7.24925, -1.21143)
H (1.55775, -7.68090, -0.90051)
H (-2.85839, -5.29269, 2.81038)
H (-3.64042, -5.14152, 1.25704)
H (-2.18291, -4.18929, 1.66477)
O (4.67455, 4.44202, -0.50747)
C (4.99916, 3.48165, 0.13944)
O (4.40686, 3.17628, 1.32189)
C (3.39972, 4.10330, 1.76153)
C (3.13458, 3.83036, 3.23780)
C (5.97943, 2.43470, -0.22898)
H (2.50706, 3.91128, 1.14626)
H (3.73296, 5.13792, 1.57787)
H (2.41831, 4.57745, 3.57057)
H (4.03035, 3.96034, 3.83360)
H (2.77764, 2.82065, 3.38364)
H (5.69667, 1.96306, -1.16745)
H (6.00615, 1.66813, 0.53919)
H (6.97968, 2.85610, -0.36040)
O (1.24826, -4.03238, 6.09211)
C (2.02114, -3.39938, 5.37753)
O (1.69926, -3.18683, 4.06213)
C (0.41503, -3.64040, 3.66522)
C (-0.73770, -2.76031, 4.10121)
C (3.33801, -2.79355, 5.70248)
H (0.24640, -4.64764, 4.04324)
H (0.46874, -3.66477, 2.57649)
H (-0.68024, -1.75913, 3.67800)
H (-0.81866, -2.74949, 5.18713)
H (-1.64586, -3.22876, 3.72341)
H (4.18716, -3.34475, 5.30336)
H (3.47875, -2.70448, 6.76370)
H (3.44482, -1.78869, 5.28619)
O (-1.10045, -1.22740, 1.29536)
C (-0.61838, -1.21016, 0.15773)
O (-0.33489, -0.07229, -0.53983)
C (-0.76153, 1.13398, 0.15534)
C (0.44184, 1.86396, 0.73015)
C (-0.16137, -2.40734, -0.63141)
H (-1.41442, 0.84781, 0.95514)
H (-1.31116, 1.73244, -0.56670)
H (0.99727, 1.32970, 1.50491)
H (0.09773, 2.84104, 1.08684)
H (1.10822, 1.99079, -0.13204)
H (-0.16892, -2.22988, -1.69646)
H (-0.73308, -3.29680, -0.43512)
H (0.88363, -2.64422, -0.39047)



Record 2
2 unconnected molecules or ions with the total composition C4H10NO. Source: OMol25; level of theory: the ωB97M-V functional and the def2-TZVPD basis.

Computed properties:
HOMO-LUMO gap = 11.91 eV
charge = +1
electronic energy = -288.064514 hartree
highest occupied orbital energy = -15.95 eV
ΔE to the lowest compared entry with this formula, charge and spin = 61.9 kcal per mole
spin multiplicity = 1
M = 88.13 g/mol

Cartesian coordinates (Å):
C (1.25825, 0.24160, -0.04648)
C (-0.04755, 0.96714, 0.06786)
C (1.46080, -1.24151, -0.23333)
C (-1.02353, 1.57428, -0.79883)
N (0.46289, 0.71230, 1.17367)
O (-1.41382, -1.31398, 0.39031)
H (2.09249, 0.89081, -0.07724)
H (1.42949, -1.59274, 0.70775)
H (2.45500, -1.38333, -0.63309)
H (0.74408, -1.75088, -0.79091)
H (-0.59341, 2.54847, -1.04359)
H (-2.02933, 1.68949, -0.27834)
H (-1.02675, 0.98048, -1.69869)
H (-2.24399, -0.91182, 0.10127)
H (0.10713, 0.57790, 2.10574)
H (-1.63176, -1.98820, 1.05391)



Record 3
A molecular structure, C30H55BF4KN2NaO18P. Source: OMol25; level of theory: the ωB97M-V functional and the def2-TZVPD basis.

Computed properties:
HOMO-LUMO gap = 1.67 eV
charge = +1
electronic energy = -4167.280595 hartree
highest occupied orbital energy = -7.74 eV
spin multiplicity = 1
M = 911.63 g/mol

Cartesian coordinates (Å):
C (3.42332, 1.39068, 1.51475)
C (3.74297, 0.83819, -0.03041)
C (2.77131, 1.54993, -1.15432)
C (1.61966, 0.50765, -1.77411)
C (1.30869, 1.04214, -3.29806)
N (0.42566, 0.50129, -0.84557)
C (0.48868, -0.01752, 0.45420)
C (-0.90085, 0.11104, 1.33100)
C (-1.57467, 1.34926, 0.49362)
P (-0.84765, 3.13581, 0.73264)
N (-1.40154, 3.98486, -0.56856)
C (-1.00147, 0.98682, -1.00990)
H (3.18220, 0.41912, 2.16198)
H (2.44661, 2.04877, 1.56589)
H (4.35950, 1.92641, 1.97536)
H (4.85582, 1.20713, -0.24933)
H (3.72244, -0.33925, -0.07380)
H (2.15151, 2.46890, -0.74031)
H (3.50165, 1.92490, -2.02118)
H (2.05374, -0.57895, -1.87816)
H (0.25904, 1.54085, -3.44000)
H (2.10274, 1.84132, -3.69317)
H (1.35776, 0.15855, -4.09933)
H (1.44375, -0.51630, 0.92431)
H (-1.53388, -0.85480, 1.54293)
H (-0.47629, 0.44065, 2.39281)
H (-2.73383, 1.31719, 0.69322)
H (0.59238, 3.17342, 0.69271)
H (-1.39808, 3.76928, 1.90442)
H (-2.00606, 4.76821, -0.22968)
H (-1.57303, -0.03249, -1.23491)
H (-1.28958, 1.67448, -1.91188)
C (5.01895, 5.34139, 6.71800)
O (3.91972, 4.64168, 6.13800)
C (3.67042, 4.96755, 4.84448)
O (4.29230, 5.77887, 4.17667)
O (2.60931, 4.23431, 4.42290)
C (2.23079, 4.47470, 3.06900)
H (5.12731, 5.00287, 7.75208)
H (5.94667, 5.11479, 6.18264)
H (4.82889, 6.41953, 6.72683)
H (3.04699, 4.21353, 2.38774)
H (1.92923, 5.51818, 2.93194)
H (1.37349, 3.83606, 2.83929)
B (-3.53381, -3.19255, 0.40367)
F (-3.14227, -2.10053, -0.47249)
F (-3.16595, -4.45967, -0.20707)
F (-2.85495, -3.05556, 1.68198)
F (-4.97216, -3.15464, 0.61229)
C (-4.56291, -6.00512, -3.17980)
O (-3.34039, -5.81420, -2.97248)
O (-5.29894, -5.32508, -2.31201)
O (-5.16075, -6.69952, -4.03185)
H (-4.49783, -4.96378, -1.88123)
K (0.50106, 3.34502, -1.53559)
Na (2.60106, -0.51134, -4.57377)
C (-6.97198, -1.78419, -4.69510)
C (-6.34843, -0.71669, -3.83349)
C (-6.11096, -1.45628, -2.53493)
O (-5.87717, -2.82987, -2.87510)
C (-6.22593, -3.02395, -4.25275)
H (-6.88158, -1.59212, -5.76721)
H (-8.03677, -1.88213, -4.45228)
H (-5.39067, -0.40385, -4.26580)
H (-6.97438, 0.17080, -3.71072)
H (-6.99401, -1.41779, -1.88833)
H (-5.25437, -1.06362, -1.97947)
H (-5.29609, -3.15001, -4.81802)
H (-6.82387, -3.93349, -4.35720)
C (7.31598, 1.73417, 7.39545)
C (8.29874, 0.84489, 7.24022)
C (9.61436, 1.02003, 7.91558)
O (10.49176, 0.17640, 7.76913)
C (9.81073, 2.22203, 8.74094)
C (8.82902, 3.11294, 8.89324)
C (7.50469, 2.92354, 8.24024)
O (6.61573, 3.75045, 8.41383)
O (9.00769, 4.24616, 9.66531)
O (8.12964, -0.27411, 6.44564)
H (6.35402, 1.61815, 6.91224)
H (10.77757, 2.34603, 9.21166)
H (8.15428, 4.73002, 9.61978)
H (8.98096, -0.76093, 6.49607)
C (0.64576, -6.59548, -8.21853)
C (0.47094, -5.09975, -8.41614)
O (1.69109, -4.39861, -8.14424)
C (2.63922, -4.47598, -9.11070)
O (2.54249, -5.07629, -10.16973)
O (3.73349, -3.79727, -8.68177)
C (4.85112, -3.88910, -9.56235)
H (1.03786, -6.80738, -7.21809)
H (-0.31016, -7.11414, -8.33961)
H (1.35718, -7.01734, -8.93424)
H (-0.27263, -4.72631, -7.70430)
H (0.10249, -4.86295, -9.42071)
H (4.58293, -3.58632, -10.57918)
H (5.24811, -4.90863, -9.55362)
H (5.62852, -3.21179, -9.19605)
C (-5.09981, 1.29351, 2.51583)
O (-6.48076, 1.35437, 2.86735)
C (-7.03285, 0.15268, 3.17178)
O (-6.45630, -0.92365, 3.16540)
O (-8.33751, 0.35619, 3.48445)
C (-9.05032, -0.83020, 3.82867)
H (-4.76287, 2.30947, 2.29235)
H (-4.50530, 0.90963, 3.35120)
H (-4.95585, 0.67853, 1.62159)
H (-8.61378, -1.29903, 4.71644)
H (-9.06433, -1.53007, 2.98692)
H (-10.08159, -0.54979, 4.05984)
O (-7.25088, 3.25056, 0.20717)
H (-6.68479, 3.67323, 0.87038)
H (-7.90910, 2.77126, 0.73254)



Record 4
A molecular structure, C28H50AuBCl2N4P2. Source: OMol25; level of theory: the ωB97M-V functional and the def2-TZVPD basis.

Computed properties:
HOMO-LUMO gap = 7.63 eV
charge = +2
electronic energy = -3079.234463 hartree
highest occupied orbital energy = -13.25 eV
ΔE to the lowest compared entry with this formula, charge and spin = 0.0 kcal per mole
spin multiplicity = 1
M = 783.37 g/mol

Cartesian coordinates (Å):
Au (0.01075, 0.05527, 0.09791)
C (-2.05563, 2.59973, -3.48957)
C (-1.32150, 1.42917, -2.83054)
C (-0.47963, 0.69020, -3.87902)
C (-2.36018, 0.43858, -2.28877)
P (-0.26960, 1.92650, -1.36799)
C (-1.35316, 3.07889, -0.34842)
N (-1.84981, 2.41385, 0.84975)
B (-1.05126, 1.63981, 1.74141)
N (-1.87703, 0.68295, 2.41963)
C (-1.45219, -0.59381, 2.97154)
P (-0.48214, -1.60461, 1.71631)
C (-1.60547, -2.83041, 0.89017)
C (-2.90622, -2.09284, 0.54924)
C (-0.92323, -3.27756, -0.41195)
C (-1.94706, -4.04390, 1.75614)
C (0.86812, -2.43106, 2.69939)
C (0.33109, -3.16745, 3.93232)
C (1.83331, -1.33345, 3.17235)
C (1.64953, -3.38992, 1.78974)
C (-3.18850, 0.88679, 1.91462)
C (-4.38032, 0.30056, 2.30071)
C (-5.54924, 0.73192, 1.68879)
C (-5.52983, 1.74544, 0.73182)
C (-4.33984, 2.36267, 0.36924)
C (-3.17389, 1.92213, 0.96926)
C (1.23107, 2.94515, -1.77773)
C (1.84045, 3.36291, -0.43263)
C (2.28142, 2.09607, -2.50359)
C (0.89271, 4.19075, -2.60217)
H (-2.57751, 2.21163, -4.36639)
H (-1.39119, 3.39201, -3.82866)
H (-2.81700, 3.03637, -2.84245)
H (-1.15451, 0.14703, -4.54315)
H (0.20200, -0.03830, -3.43232)
H (0.09445, 1.37562, -4.49725)
H (-3.07272, 0.21138, -3.08485)
H (-2.92921, 0.83108, -1.44298)
H (-1.89297, -0.50283, -1.99105)
H (-2.19298, 3.41046, -0.95312)
H (-0.78133, 3.97577, -0.10605)
H (-2.30807, -1.15386, 3.34690)
H (-0.78598, -0.43567, 3.82154)
H (-2.73707, -1.12285, 0.07857)
H (-3.52529, -1.93735, 1.43292)
H (-3.47715, -2.70585, -0.15112)
H (-0.75858, -2.43251, -1.08607)
H (-1.58355, -3.98322, -0.91962)
H (0.03315, -3.77611, -0.25141)
H (-2.36828, -3.75499, 2.72050)
H (-1.09299, -4.69693, 1.92444)
H (-2.70619, -4.63083, 1.23469)
H (-0.22309, -2.50999, 4.60433)
H (1.18119, -3.55859, 4.49429)
H (-0.30403, -4.00970, 3.67502)
H (1.35089, -0.61398, 3.83798)
H (2.30427, -0.83217, 2.32081)
H (2.63405, -1.79685, 3.75135)
H (1.06930, -4.26633, 1.50497)
H (2.52560, -3.74536, 2.33630)
H (2.00440, -2.88970, 0.88670)
H (-4.41478, -0.46322, 3.06748)
H (-6.49260, 0.28913, 1.97663)
H (-6.45692, 2.07178, 0.28129)
H (-4.34001, 3.17809, -0.34326)
H (2.12867, 2.48878, 0.15754)
H (1.17902, 3.99839, 0.16008)
H (2.74670, 3.93740, -0.63117)
H (2.45737, 1.14453, -2.00091)
H (3.22479, 2.64594, -2.50920)
H (2.01978, 1.89929, -3.53784)
H (0.08854, 4.78669, -2.16539)
H (0.62218, 3.93771, -3.62572)
H (1.78010, 4.82462, -2.65122)
N (1.41107, 1.76667, 2.54743)
C (2.20210, 2.65292, 3.15416)
C (1.47655, 3.82073, 3.32720)
C (0.23131, 3.56134, 2.77889)
N (0.20556, 2.30749, 2.30057)
H (1.62339, 0.83043, 2.23856)
H (3.21748, 2.40148, 3.41495)
H (1.80962, 4.73246, 3.79056)
H (-0.64905, 4.17990, 2.70991)
Cl (3.52483, -0.64034, -0.25193)
C (4.82106, -1.27312, -1.32501)
Cl (4.45484, -0.99772, -3.01949)
H (4.89892, -2.33818, -1.14781)
H (5.73651, -0.75509, -1.06929)